{"formula": "C29H46F2O10Si", "method": "the ωB97M-V functional and the def2-TZVPD basis", "smiles": "C[Si](C)(CCCCCCCCCOCCOCCCOC=O)c1ccccc1.O=C1OC[C@@H](F)O1.O=C1OC[C@@H](F)O1", "homo_energy_ev": -8.50, "relative_energy_kcal_mol": 379.7, "elements": ["C", "Si", "C", "C", "C", "C", "C", "C", "C", "C", "C", "C", "O", "C", "C", "O", "C", "C", "C", "O", "C", "O", "C", "C", "C", "C", "C", "C", "H", "H", "H", "H", "H", "H", "H", "H", "H", "H", "H", "H", "H", "H", "H", "H", "H", "H", "H", "H", "H", "H", "H", "H", "H", "H", "H", "H", "H", "H", "H", "H", "H", "H", "H", "H", "H", "H", "H", "H", "O", "C", "O", "C", "C", "F", "O", "H", "H", "H", "O", "C", "O", "C", "C", "F", "O", "H", "H", "H"], "positions_angstrom": [[-7.15395, -2.27101, -6.52411], [-5.61810, -2.02842, -5.35208], [-3.91712, -2.15890, -6.24565], [-5.69965, -3.44084, -4.03886], [-7.11299, -3.52690, -3.21527], [-6.96977, -3.63867, -1.58684], [-5.83447, -2.66359, -0.91731], [-5.85924, -2.59394, 0.72318], [-4.29329, -2.28356, 1.19176], [-4.16195, -1.11005, 2.32878], [-2.61195, -1.23912, 2.94073], [-1.46706, -1.42602, 1.78228], [-0.11112, -1.39804, 2.42030], [0.78948, -0.61295, 1.56180], [2.32199, -0.84287, 2.18546], [3.32387, -0.30586, 1.25179], [3.89793, 0.95855, 1.74759], [2.75206, 2.13330, 2.04322], [3.56964, 3.56546, 2.01419], [3.72126, 3.92575, 0.58214], [5.14573, 4.12334, 0.26522], [5.69024, 3.93951, -0.95368], [-5.75545, -0.24598, -4.63768], [-4.93264, 0.95115, -5.45390], [-5.01637, 2.51703, -4.96585], [-5.90926, 3.01497, -3.66797], [-6.70854, 1.81451, -2.82489], [-6.62524, 0.22462, -3.33017], [-8.13681, -2.06609, -5.87848], [-7.19444, -3.40245, -6.81988], [-7.08166, -1.55680, -7.45281], [-3.05263, -2.00867, -5.43957], [-3.78744, -1.31427, -7.04746], [-3.80774, -3.20290, -6.76922], [-4.73609, -3.37606, -3.37890], [-5.60713, -4.46230, -4.64975], [-7.67495, -4.51940, -3.56780], [-7.81579, -2.63440, -3.49558], [-6.83657, -4.76070, -1.22906], [-8.01715, -3.28971, -1.13457], [-5.82506, -1.56144, -1.34205], [-4.77863, -3.13664, -1.21189], [-6.63250, -1.81707, 1.13815], [-6.14563, -3.67153, 1.13138], [-3.78323, -3.24885, 1.61367], [-3.73697, -1.86641, 0.22097], [-4.21408, -0.04728, 1.79119], [-4.97462, -1.15424, 3.17090], [-2.61578, -2.20558, 3.60747], [-2.33215, -0.27462, 3.55276], [-1.59161, -0.58014, 0.95892], [-1.51073, -2.47480, 1.22098], [0.48089, 0.52824, 1.71701], [0.76979, -0.90117, 0.42586], [2.40366, -2.02389, 2.33749], [2.32394, -0.34533, 3.25040], [4.54953, 1.39467, 0.84870], [4.56022, 0.77233, 2.70475], [2.29196, 1.93287, 3.11917], [1.90436, 2.10228, 1.21010], [4.62055, 3.34849, 2.53215], [2.98664, 4.37336, 2.64156], [5.91163, 4.43940, 1.12404], [-4.26714, 0.72297, -6.41277], [-4.41387, 3.33698, -5.57340], [-5.97169, 4.15183, -3.36342], [-7.34004, 2.15632, -1.87488], [-7.22776, -0.56679, -2.71088], [6.59679, 1.85165, 2.46915], [7.41259, 1.01307, 2.12401], [7.08362, -0.21339, 1.61503], [8.29764, -0.82125, 1.22183], [9.30167, -0.11436, 2.06677], [10.48761, -0.01528, 1.42538], [8.76239, 1.18055, 2.20556], [8.45510, -0.65760, 0.15047], [8.27709, -1.89755, 1.41298], [9.44889, -0.55991, 3.05638], [11.63365, 3.39749, 7.20305], [10.84837, 3.55400, 6.28288], [11.19819, 4.02703, 5.04783], [10.04086, 3.93318, 4.24177], [8.94327, 3.93766, 5.25022], [7.89143, 3.20454, 4.82145], [9.51466, 3.28639, 6.36208], [10.07796, 3.00600, 3.66010], [9.97457, 4.77816, 3.55111], [8.60636, 4.93796, 5.54250]]}


{"formula": "C29H47AsBrIIrNO4Si2", "method": "the ωB97M-V functional and the def2-TZVPD basis", "total_charge": 1, "homo_energy_ev": [-10.20, -10.94], "relative_energy_kcal_mol": 1.1, "s2": 8.7874, "spin_multiplicity": 6, "elements": ["Ir", "C", "C", "C", "C", "C", "C", "C", "Br", "C", "O", "C", "C", "C", "C", "C", "C", "H", "H", "H", "H", "H", "H", "H", "H", "H", "H", "H", "H", "H", "H", "H", "H", "H", "H", "H", "H", "I", "C", "C", "C", "C", "C", "C", "C", "O", "O", "H", "H", "H", "H", "C", "C", "N", "O", "H", "H", "H", "H", "H", "C", "Si", "C", "C", "As", "Si", "C", "C", "C", "H", "H", "H", "H", "H", "H", "H", "H", "H", "H", "H", "H", "H", "H", "H", "H", "H", "H"], "positions_angstrom": [[-0.90978, -1.65430, -0.68064], [5.25781, 2.33049, -0.46390], [4.60086, 2.69130, -1.80606], [4.50602, 4.21281, -1.90854], [5.47068, 2.16888, -2.96186], [3.24411, 2.01563, -1.88515], [3.17397, 0.60969, -1.73617], [1.96699, -0.00728, -1.76031], [1.84710, -1.88180, -1.63603], [0.72318, 0.72110, -1.92025], [-0.39143, 0.13819, -1.79887], [0.81140, 2.13878, -2.21600], [2.06291, 2.71567, -2.14144], [-0.37907, 3.02421, -2.58278], [-1.73082, 2.31549, -2.69797], [-0.50783, 4.13115, -1.52264], [-0.07686, 3.66372, -3.94995], [6.22863, 2.81981, -0.39592], [5.42138, 1.25969, -0.35816], [4.64787, 2.66842, 0.37378], [5.50123, 4.64006, -1.79114], [3.87237, 4.63429, -1.12742], [4.12709, 4.53334, -2.87885], [6.45666, 2.62930, -2.90810], [5.03050, 2.41843, -3.92688], [5.60538, 1.08922, -2.91672], [4.07445, 0.02795, -1.60958], [2.13506, 3.77927, -2.30263], [-2.07985, 1.92973, -1.74332], [-1.71016, 1.49790, -3.41548], [-2.45798, 3.04978, -3.04781], [-0.64736, 3.70840, -0.52847], [-1.38038, 4.74413, -1.74917], [0.36201, 4.78584, -1.50038], [-0.01746, 2.90500, -4.72992], [0.85315, 4.22894, -3.95153], [-0.88314, 4.34945, -4.20680], [-2.15563, 4.72061, 2.77920], [-2.72601, 2.93679, 1.86651], [-1.77676, 1.94708, 1.65997], [-2.15101, 0.77064, 1.03221], [-3.45625, 0.56347, 0.60933], [-4.40019, 1.55918, 0.84816], [-4.04252, 2.74374, 1.46859], [-3.91256, -0.67567, -0.11328], [-5.08366, -0.85272, -0.36395], [-3.00084, -1.55117, -0.45575], [-0.75632, 2.09044, 1.98573], [-1.38764, 0.00327, 0.89469], [-5.41614, 1.39323, 0.52063], [-4.78239, 3.51256, 1.63726], [-1.75406, -5.72033, -2.58601], [-1.99264, -4.34692, -2.03044], [-3.19950, -3.82539, -2.13678], [-1.02400, -3.74444, -1.51517], [-2.66336, -6.31563, -2.61286], [-0.99721, -6.22017, -1.98755], [-1.36996, -5.62441, -3.60145], [-3.94988, -4.37534, -2.52061], [-3.41613, -2.93165, -1.67576], [-0.75781, -5.18211, 3.59485], [-1.78458, -3.85324, 2.78243], [-2.60674, -2.71041, 4.00713], [-3.00666, -4.55132, 1.56403], [-0.26090, -2.48686, 1.56729], [1.09441, -1.14613, 2.98427], [2.03332, -0.03321, 1.80996], [0.00744, -0.14672, 4.13945], [2.23333, -2.28611, 3.92559], [-1.39927, -5.85168, 4.16977], [-0.01426, -4.76726, 4.27374], [-0.23701, -5.77893, 2.84582], [-3.40141, -3.24883, 4.52509], [-3.05892, -1.85423, 3.50614], [-1.90798, -2.34236, 4.75610], [-3.82665, -5.02090, 2.10971], [-2.54362, -5.31087, 0.93386], [-3.42675, -3.77291, 0.92676], [1.35022, 0.50844, 1.15227], [2.71816, -0.60757, 1.18641], [2.61332, 0.70180, 2.36966], [-1.02760, -0.07972, 3.80520], [0.39316, 0.87028, 4.21752], [0.01145, -0.58122, 5.13875], [2.76646, -2.96487, 3.26126], [1.67323, -2.88306, 4.64421], [2.97165, -1.70978, 4.48312]]}


{"formula": "C29H47BF10NO11S2", "method": "the ωB97M-V functional and the def2-TZVPD basis", "total_charge": 1, "homo_energy_ev": -11.90, "elements": ["C", "C", "O", "C", "C", "C", "O", "C", "C", "C", "C", "C", "C", "C", "N", "C", "O", "O", "S", "C", "O", "O", "C", "F", "C", "B", "O", "O", "C", "C", "C", "C", "C", "C", "C", "C", "F", "F", "C", "F", "F", "S", "F", "F", "F", "F", "F", "H", "H", "H", "H", "H", "H", "H", "H", "H", "H", "H", "H", "H", "H", "H", "H", "H", "H", "H", "H", "H", "H", "H", "H", "H", "H", "H", "H", "H", "H", "H", "H", "H", "H", "H", "H", "H", "H", "H", "C", "C", "O", "C", "O", "O", "C", "H", "H", "H", "H", "H", "H", "H", "H"], "positions_angstrom": [[-0.04866, 3.77209, 2.20775], [-0.20475, 2.64897, 3.24028], [0.22167, 1.38376, 2.73946], [-0.78205, 0.63976, 2.09546], [-0.12941, -0.23026, 1.01414], [-0.49732, 0.13764, -0.43707], [-0.27899, 1.55388, -0.52014], [-2.02596, -0.15546, -0.65761], [-2.67702, -1.24058, 0.19236], [-3.50132, -0.81618, 1.20858], [-4.14194, -1.71475, 2.02954], [-3.97861, -3.06998, 1.83550], [-3.15783, -3.51467, 0.82757], [-2.51808, -2.60893, 0.00816], [-2.44901, -0.15327, -2.14018], [-2.43087, 1.26116, -2.67681], [-3.46817, 1.96366, -2.06500], [-2.90577, 3.12140, -1.43745], [-4.20864, -0.73429, -2.47796], [-4.21018, -2.49187, -2.67382], [-4.98229, -0.36004, -1.34897], [-4.48165, -0.13402, -3.73981], [-1.46541, -0.99507, -2.94466], [-1.97286, -1.10120, -4.20788], [-0.07022, -0.42902, -2.89991], [0.84369, -1.03999, -4.08540], [1.91967, -1.88247, -3.85507], [0.51049, -0.63005, -5.32627], [0.87015, -1.40873, -6.48261], [0.32888, -2.82214, -6.42243], [0.49850, -0.52252, -1.46824], [1.87579, 0.17989, -1.43541], [2.05214, 1.50683, -2.20698], [0.65886, -2.02046, -1.09719], [1.87286, -2.44384, -0.27379], [1.71280, -3.81936, 0.34775], [2.81044, -4.06535, 1.11007], [0.61244, -3.83359, 1.16535], [1.52944, -4.96591, -0.69483], [0.27706, -4.87053, -1.20936], [2.40245, -4.75424, -1.70354], [1.79939, -6.76291, -0.09746], [1.53998, -6.34137, 1.40674], [0.25656, -7.10480, -0.24291], [2.02003, -7.21384, -1.60102], [3.34179, -6.44503, 0.04891], [2.06833, -8.23092, 0.37212], [-1.00598, 4.12565, 1.82884], [0.51701, 4.58522, 2.65868], [0.54033, 3.37791, 1.37937], [0.41932, 2.83810, 4.11179], [-1.23832, 2.56862, 3.59113], [-1.56646, 1.29163, 1.69338], [-1.27938, -0.01546, 2.82141], [-0.25599, -1.28644, 1.23127], [0.93067, 0.00987, 1.09034], [-1.09620, 2.06307, -0.50196], [-2.51155, 0.75244, -0.29249], [-3.66633, 0.24164, 1.36885], [-4.78388, -1.35918, 2.82356], [-4.48640, -3.79064, 2.46055], [-3.01505, -4.57527, 0.66867], [-1.88913, -3.00337, -0.77522], [-2.48620, 1.23842, -3.76420], [-1.48085, 1.69524, -2.38227], [-3.07909, 3.81647, -2.09155], [-4.55768, -2.91501, -1.73665], [-3.27057, -2.91596, -3.00377], [-4.96332, -2.62432, -3.45172], [-1.48838, -1.98397, -2.48944], [-0.11028, 0.62155, -3.19704], [2.77131, -1.45566, -3.99460], [1.95236, -1.40204, -6.62571], [0.44610, -0.87967, -7.33460], [0.98541, -3.47863, -5.85031], [-0.66638, -2.84679, -5.97886], [0.26577, -3.23979, -7.42708], [2.59842, -0.50885, -1.87024], [2.18653, 0.35207, -0.40673], [2.51450, 1.34286, -3.18416], [2.71721, 2.17381, -1.66101], [1.12767, 2.04783, -2.37364], [0.68050, -2.61998, -2.00566], [-0.21236, -2.35252, -0.54438], [2.09625, -1.79163, 0.56903], [2.76790, -2.47376, -0.89501], [5.05932, 5.98799, 7.59306], [4.97195, 5.88073, 6.08749], [3.65950, 5.47089, 5.65713], [2.74557, 6.43539, 5.63065], [2.91667, 7.59383, 5.89870], [1.58489, 5.89536, 5.24344], [0.49055, 6.81409, 5.20798], [4.74772, 5.05314, 8.05973], [6.08468, 6.20347, 7.89209], [4.41742, 6.78573, 7.96389], [5.63770, 5.10586, 5.71330], [5.23501, 6.81991, 5.60296], [0.73201, 7.69191, 4.61298], [0.20571, 7.12069, 6.21272], [-0.33260, 6.27613, 4.74534]]}